Entry 1:
C25H18BrI2N7NaO3S | wB97M-V/def2-TZVPD

```
58
Properties=species:S:1:pos:R:3:nbo_charge:R:1
Na 0.214 -0.225 -0.213 0.89
N 7.290 1.121 4.243 -0.80
C 6.399 0.854 3.196 0.17
C 6.449 1.598 2.020 -0.29
C 5.585 1.316 0.975 -0.15
C 4.676 0.277 1.086 -0.30
C 4.626 -0.474 2.253 -0.18
C 5.481 -0.188 3.301 -0.27
S 3.521 -0.055 -0.211 2.33
O 3.368 -1.495 -0.249 -0.99
O 4.035 0.603 -1.390 -0.98
N 2.109 0.503 0.257 -1.01
C 1.826 1.833 0.283 0.56
N 0.497 2.115 0.226 -0.54
C 0.149 3.385 0.280 0.10
C 1.072 4.413 0.387 -0.39
C 2.400 4.019 0.429 0.10
N 2.791 2.760 0.380 -0.51
H 7.624 2.072 4.266 0.37
H 6.960 0.825 5.148 0.37
H 7.163 2.407 1.930 0.20
H 5.600 1.902 0.068 0.24
H 3.910 -1.279 2.336 0.24
H 5.434 -0.774 4.211 0.20
H -0.917 3.588 0.236 0.19
H 0.775 5.450 0.432 0.21
H 3.191 4.759 0.508 0.18
Br 0.414 -4.833 5.546 0.05
C -0.915 -5.183 4.246 -0.09
C -0.990 -6.439 3.672 -0.23
C -1.968 -6.683 2.720 -0.24
C -2.831 -5.675 2.319 0.14
C -2.767 -4.426 2.931 -0.24
C -1.804 -4.177 3.893 -0.23
N -3.849 -6.074 1.358 -0.18
N -4.185 -5.354 0.405 -0.10
C -3.505 -4.123 0.137 -0.03
C -4.294 -3.022 -0.050 -0.17
C -3.761 -1.724 -0.057 -0.33
C -2.399 -1.509 0.107 0.38
O -1.872 -0.334 0.281 -0.80
C -1.545 -2.694 0.053 0.07
N -0.206 -2.484 -0.052 -0.46
C 0.603 -3.509 -0.119 0.05
C 0.142 -4.841 -0.101 -0.25
C -1.197 -5.075 -0.009 -0.17
C -2.095 -3.987 0.079 -0.03
H -0.300 -7.216 3.966 0.22
H -2.060 -7.660 2.264 0.22
H -3.443 -3.632 2.646 0.24
H -1.731 -3.198 4.349 0.24
H -5.366 -3.171 -0.092 0.22
H -4.411 -0.861 -0.105 0.22
H 1.659 -3.277 -0.200 0.23
H 0.850 -5.655 -0.173 0.21
H -1.579 -6.089 -0.020 0.22
I -0.951 -0.276 2.595 0.14
I 0.014 -0.379 5.149 -0.24
```

Results
- multiplicity = 1
- calculated total energy (hartree) = -5302.5519
- largest force on an atom (eV/Å) = 1.09
- total charge = -1
- LUMO level (eV) = 1.765
- frontier orbital gap (eV) = 6.841


Entry 2:
C25H18Cl3ErO3Si | wB97M-V/def2-TZVPD

```
51
Properties=species:S:1:pos:R:3:mulliken_spin:R:1
Er 1.467 0.945 0.302 3.03
Cl 7.538 -0.910 4.618 0.00
C 6.278 -0.635 3.382 0.00
C 6.420 -1.271 2.130 0.00
C 5.455 -1.099 1.158 0.00
Cl 5.572 -1.938 -0.386 0.00
C 4.317 -0.356 1.449 0.00
O 3.369 -0.237 0.545 -0.01
C 4.179 0.215 2.700 0.00
C 3.066 1.056 3.093 0.00
O 2.061 1.405 2.439 -0.01
C 5.226 0.152 3.655 0.00
H 7.374 -1.711 1.927 0.00
H 3.157 1.387 4.164 0.00
H 5.126 0.599 4.654 0.00
Cl 1.413 3.395 -0.150 -0.01
O -0.229 -0.294 0.290 0.00
Si -1.564 -0.235 -0.655 -0.01
C -0.877 0.822 -2.035 0.00
C -1.277 2.135 -2.287 0.00
C -0.599 2.985 -3.255 0.00
C 0.514 2.505 -3.941 0.00
C 1.018 1.269 -3.627 0.00
C 0.331 0.500 -2.645 0.00
C -3.030 0.702 0.136 0.00
C -4.304 0.776 -0.437 0.00
C -5.179 1.723 0.011 0.00
C -4.786 2.671 0.966 0.00
C -3.539 2.577 1.573 0.00
C -2.678 1.525 1.235 0.00
C -1.950 -2.090 -0.911 0.00
C -1.081 -3.098 -1.425 0.00
C -1.373 -4.438 -1.320 0.00
C -2.491 -4.846 -0.536 0.00
C -3.406 -3.885 -0.146 0.00
C -3.125 -2.535 -0.355 0.00
H -2.185 2.476 -1.682 0.00
H -0.966 3.981 -3.397 0.00
H 1.063 3.135 -4.667 0.00
H 1.912 0.815 -4.154 0.00
H 0.698 -0.527 -2.501 0.00
H -4.606 0.172 -1.247 0.00
H -6.197 1.743 -0.351 0.00
H -5.495 3.443 1.210 0.00
H -3.317 3.404 2.250 0.00
H -1.684 1.453 1.618 0.00
H -0.100 -2.810 -1.769 0.00
H -0.708 -5.177 -1.734 0.00
H -2.667 -5.873 -0.396 0.00
H -4.271 -4.122 0.376 0.00
H -3.872 -1.882 0.127 0.00
```

Results
- multiplicity = 4
- calculated total energy (hartree) = -3874.5496
- largest force on an atom (eV/Å) = 3.14
- LUMO level (spin up / spin down) (eV) = -1.133 / -1.129
- frontier orbital gap (spin up / spin down) (eV) = 7.897 / 7.902


Entry 3:
C25H18ClF3FeN5OS2 | wB97M-V/def2-TZVPD

```
56
Properties=species:S:1:pos:R:3:mulliken_spin:R:1
Fe 0.135 0.522 0.305 1.07
Cl 3.944 -3.537 4.948 0.00
C 2.775 -2.585 4.072 0.00
C 1.963 -1.677 4.764 0.00
C 1.037 -0.919 4.095 0.00
C 0.897 -0.997 2.689 -0.01
O 0.037 -0.229 2.079 -0.02
C 1.687 -1.954 2.026 0.00
C 1.371 -2.274 0.671 0.00
N 0.530 -1.593 -0.012 0.01
C -0.081 -2.129 -1.169 0.00
C 0.309 -3.200 -1.912 0.00
C -0.481 -3.641 -3.002 0.00
C -1.654 -3.022 -3.314 0.00
C -2.086 -1.908 -2.550 0.00
C -3.286 -1.201 -2.799 0.00
C -3.615 -0.139 -2.016 0.00
C -2.721 0.258 -1.001 0.00
N -1.597 -0.360 -0.750 0.00
C -1.285 -1.460 -1.492 0.00
C 2.622 -2.737 2.725 0.00
H 2.076 -1.577 5.836 0.00
H 0.403 -0.230 4.636 0.00
H 1.777 -3.209 0.279 0.00
H 1.238 -3.711 -1.691 0.00
H -0.144 -4.486 -3.589 0.00
H -2.267 -3.368 -4.138 0.00
H -3.922 -1.509 -3.620 0.00
H -4.524 0.423 -2.177 0.00
H -2.930 1.136 -0.401 0.00
H 3.213 -3.471 2.190 0.00
C 1.042 -0.240 -5.122 0.00
S -0.120 1.046 -4.631 0.01
C 0.175 1.242 -2.905 0.01
S 1.330 0.357 -2.035 0.07
N -0.599 2.171 -2.405 -0.01
N -0.481 2.247 -1.047 0.02
C -0.725 3.378 -0.531 0.01
C -0.742 3.446 0.926 0.00
C -0.946 4.640 1.596 0.00
C -0.975 4.629 2.980 0.00
C -0.805 3.425 3.637 0.00
C -0.600 2.277 2.888 0.00
N -0.568 2.279 1.557 -0.03
H 1.243 -0.089 -6.182 0.00
H 1.965 -0.140 -4.556 0.00
H 0.620 -1.230 -4.958 0.00
H -0.913 4.254 -1.146 0.00
H -1.074 5.554 1.031 0.00
H -1.130 5.546 3.534 0.00
H -0.827 3.365 4.716 0.00
H -0.453 1.315 3.345 0.00
F 2.108 1.437 2.135 -0.01
C 1.921 1.194 0.810 -0.10
F 2.903 0.315 0.478 -0.01
F 2.228 2.364 0.204 -0.01
```

Results
- multiplicity = 2
- calculated total energy (hartree) = -4132.3680
- largest force on an atom (eV/Å) = 0.97
- LUMO level (spin up / spin down) (eV) = -0.650 / -0.675
- frontier orbital gap (spin up / spin down) (eV) = 7.047 / 7.026


Entry 4:
C25H18F3O5S | wB97M-V/def2-TZVPD

```
52
Properties=species:S:1:pos:R:3:nbo_charge:R:1
F 4.118 -0.070 3.153 -0.32
C 2.969 -0.736 2.933 0.72
F 3.097 -1.461 1.787 -0.34
F 2.741 -1.584 3.959 -0.32
S 1.563 0.497 2.751 2.10
C 0.306 -0.471 2.074 -0.87
C -1.046 -0.337 2.500 -0.02
C -1.893 -1.476 2.628 -0.25
C -3.247 -1.328 2.882 -0.21
C -3.809 -0.049 2.989 -0.30
C -2.990 1.084 2.873 -0.22
C -1.623 0.950 2.700 -0.19
O 1.240 0.938 4.088 -0.94
O 2.099 1.421 1.777 -0.97
H 0.670 -1.402 1.645 0.23
H -1.429 -2.460 2.520 0.20
H -3.876 -2.213 2.993 0.19
H -4.880 0.070 3.162 0.19
H -3.427 2.083 2.931 0.20
H -0.973 1.825 2.655 0.20
C -4.516 -2.754 -2.473 -0.25
O -4.511 -1.328 -2.255 -0.50
C -3.434 -0.759 -1.654 0.32
C -2.309 -1.492 -1.205 -0.34
C -1.186 -0.808 -0.785 -0.03
C -1.170 0.598 -0.717 -0.16
C 0.020 1.334 -0.345 0.04
C 1.224 1.218 -0.955 -0.30
C 2.331 2.229 -0.798 0.58
O 2.262 3.351 -0.335 -0.53
C 3.511 1.600 -1.466 -0.13
C 3.097 0.493 -2.214 -0.04
C 3.967 -0.150 -3.087 -0.21
C 5.281 0.319 -3.187 -0.21
C 5.717 1.396 -2.386 -0.21
C 4.830 2.040 -1.516 -0.17
C 1.660 0.196 -1.960 0.53
O 1.025 -0.708 -2.491 -0.56
C -2.363 1.304 -1.009 -0.15
C -3.458 0.652 -1.518 -0.29
H -5.477 -2.938 -2.949 0.19
H -3.696 -3.059 -3.137 0.18
H -4.450 -3.298 -1.523 0.18
H -2.295 -2.582 -1.241 0.21
H -0.305 -1.367 -0.486 0.22
H -0.116 2.205 0.300 0.23
H 3.599 -0.992 -3.669 0.23
H 5.972 -0.151 -3.887 0.21
H 6.752 1.729 -2.453 0.21
H 5.137 2.865 -0.877 0.23
H -2.365 2.388 -0.872 0.21
H -4.344 1.188 -1.850 0.22
```

Results
- multiplicity = 1
- calculated total energy (hartree) = -2037.4533
- largest force on an atom (eV/Å) = 2.52
- total charge = -1
- LUMO level (eV) = 2.112
- frontier orbital gap (eV) = 5.514


Entry 5:
C25H19GdO6S2Sb | wB97M-V/def2-TZVPD

```
54
Properties=species:S:1:pos:R:3:mulliken_spin:R:1
Gd 1.334 -1.291 2.764 7.45
O 2.086 0.570 3.989 -0.02
S 0.878 0.170 4.840 -0.03
O 0.594 0.941 5.996 0.00
O 1.200 -1.371 5.059 -0.06
O -0.202 0.061 3.829 -0.04
O 2.450 -1.114 0.629 -0.03
C 3.254 -2.038 1.115 -0.05
O 3.635 -1.928 2.338 -0.04
C 3.484 -3.340 0.417 -0.02
C 4.562 -3.734 -0.439 0.00
C 4.531 -4.923 -1.200 0.00
C 3.638 -5.852 -0.835 0.00
C 2.660 -5.603 0.198 0.00
C 2.467 -4.335 0.742 -0.01
S 1.178 -4.118 1.911 -0.17
H 5.300 -2.941 -0.541 0.00
H 5.229 -5.177 -2.035 0.00
H 3.583 -6.790 -1.417 0.00
H 2.058 -6.408 0.532 0.00
C -1.455 3.494 -5.091 0.00
C -0.348 3.843 -4.389 0.00
C -0.067 3.105 -3.206 0.00
C -1.084 2.291 -2.692 0.00
C -2.337 2.250 -3.287 0.00
C -2.561 2.862 -4.471 0.00
Sb -0.375 0.691 -1.299 0.01
C -2.182 -0.301 -0.362 0.00
C -2.990 -0.903 -1.290 0.00
C -4.274 -1.339 -0.927 0.00
C -4.630 -1.283 0.415 0.00
C -3.725 -0.835 1.367 0.00
C -2.509 -0.308 0.974 0.01
C 0.112 2.298 0.135 -0.01
C -0.901 3.229 0.403 0.00
C -1.053 3.785 1.657 0.00
C 0.024 3.803 2.500 0.00
C 1.154 3.069 2.175 0.00
C 1.113 2.181 1.112 0.01
H -1.529 3.731 -6.190 0.00
H 0.353 4.646 -4.631 0.00
H 0.937 3.191 -2.851 0.00
H -3.131 1.721 -2.822 0.00
H -3.467 2.738 -5.034 0.00
H -2.778 -1.113 -2.352 0.00
H -5.040 -1.634 -1.647 0.00
H -5.648 -1.513 0.762 0.00
H -3.971 -0.770 2.420 0.00
H -1.749 -0.026 1.680 0.00
H -1.614 3.479 -0.395 0.00
H -1.981 4.273 1.980 0.00
H 0.001 4.268 3.479 0.00
H 1.947 2.927 2.937 0.00
H 1.838 1.369 1.050 0.00
```

Results
- multiplicity = 8
- calculated total energy (hartree) = -3217.8762
- largest force on an atom (eV/Å) = 3.31
- total charge = -1
- LUMO level (spin up / spin down) (eV) = 0.614 / 2.334
- frontier orbital gap (spin up / spin down) (eV) = 5.692 / 7.470


Entry 6:
C25H19N3O2P | wB97M-V/def2-TZVPD

```
50
Properties=species:S:1:pos:R:3:nbo_charge:R:1
C -4.304 0.511 3.137 -0.25
O -3.456 -0.604 3.486 -0.51
C -2.135 -0.586 3.167 0.32
C -1.396 -1.792 3.291 -0.27
C -0.112 -1.885 2.779 -0.14
C 0.515 -0.755 2.162 -0.14
C 1.891 -0.837 1.587 0.00
C 2.882 0.018 2.069 -0.49
C 4.275 -0.290 2.003 0.31
N 5.432 -0.476 1.967 -0.38
C 2.584 1.283 2.642 0.33
N 2.386 2.381 3.028 -0.43
C -0.197 0.441 2.154 -0.11
C -1.490 0.555 2.632 -0.32
H -5.302 0.209 3.470 0.20
H -3.998 1.442 3.632 0.18
H -4.278 0.664 2.053 0.18
H -1.921 -2.637 3.747 0.22
H 0.419 -2.833 2.883 0.22
H 2.212 -1.821 1.227 0.26
H 0.292 1.319 1.710 0.22
H -2.011 1.506 2.541 0.21
C 3.462 -0.671 -6.132 -0.21
C 3.090 0.492 -5.455 -0.23
C 3.002 0.496 -4.063 -0.21
C 3.285 -0.673 -3.342 -0.31
P 3.330 -0.740 -1.508 1.92
C 4.152 0.858 -1.169 -0.41
C 3.523 1.952 -0.589 -0.20
C 4.221 3.151 -0.441 -0.20
C 5.532 3.263 -0.920 -0.21
C 6.161 2.162 -1.503 -0.24
C 5.480 0.958 -1.602 -0.11
C 1.802 -0.709 -0.567 -0.93
C 0.838 -1.771 -0.816 0.31
N 0.047 -2.664 -0.891 -0.43
O 4.188 -1.888 -1.086 -1.11
C 3.694 -1.825 -4.022 -0.21
C 3.789 -1.832 -5.412 -0.22
H 3.506 -0.691 -7.228 0.20
H 2.866 1.407 -6.018 0.21
H 2.719 1.402 -3.530 0.22
H 2.494 1.900 -0.239 0.22
H 3.731 3.994 0.049 0.22
H 6.065 4.211 -0.824 0.20
H 7.191 2.237 -1.874 0.21
H 5.970 0.088 -2.023 0.22
H 1.387 0.295 -0.397 0.26
H 3.952 -2.705 -3.441 0.25
H 4.116 -2.739 -5.919 0.21
```

Results
- multiplicity = 1
- calculated total energy (hartree) = -1620.1798
- largest force on an atom (eV/Å) = 4.12
- total charge = -1
- LUMO level (eV) = 2.592
- frontier orbital gap (eV) = 6.846


Copy entry 3 word for word.
C25H18ClF3FeN5OS2 | wB97M-V/def2-TZVPD

```
56
Properties=species:S:1:pos:R:3:mulliken_spin:R:1
Fe 0.135 0.522 0.305 1.07
Cl 3.944 -3.537 4.948 0.00
C 2.775 -2.585 4.072 0.00
C 1.963 -1.677 4.764 0.00
C 1.037 -0.919 4.095 0.00
C 0.897 -0.997 2.689 -0.01
O 0.037 -0.229 2.079 -0.02
C 1.687 -1.954 2.026 0.00
C 1.371 -2.274 0.671 0.00
N 0.530 -1.593 -0.012 0.01
C -0.081 -2.129 -1.169 0.00
C 0.309 -3.200 -1.912 0.00
C -0.481 -3.641 -3.002 0.00
C -1.654 -3.022 -3.314 0.00
C -2.086 -1.908 -2.550 0.00
C -3.286 -1.201 -2.799 0.00
C -3.615 -0.139 -2.016 0.00
C -2.721 0.258 -1.001 0.00
N -1.597 -0.360 -0.750 0.00
C -1.285 -1.460 -1.492 0.00
C 2.622 -2.737 2.725 0.00
H 2.076 -1.577 5.836 0.00
H 0.403 -0.230 4.636 0.00
H 1.777 -3.209 0.279 0.00
H 1.238 -3.711 -1.691 0.00
H -0.144 -4.486 -3.589 0.00
H -2.267 -3.368 -4.138 0.00
H -3.922 -1.509 -3.620 0.00
H -4.524 0.423 -2.177 0.00
H -2.930 1.136 -0.401 0.00
H 3.213 -3.471 2.190 0.00
C 1.042 -0.240 -5.122 0.00
S -0.120 1.046 -4.631 0.01
C 0.175 1.242 -2.905 0.01
S 1.330 0.357 -2.035 0.07
N -0.599 2.171 -2.405 -0.01
N -0.481 2.247 -1.047 0.02
C -0.725 3.378 -0.531 0.01
C -0.742 3.446 0.926 0.00
C -0.946 4.640 1.596 0.00
C -0.975 4.629 2.980 0.00
C -0.805 3.425 3.637 0.00
C -0.600 2.277 2.888 0.00
N -0.568 2.279 1.557 -0.03
H 1.243 -0.089 -6.182 0.00
H 1.965 -0.140 -4.556 0.00
H 0.620 -1.230 -4.958 0.00
H -0.913 4.254 -1.146 0.00
H -1.074 5.554 1.031 0.00
H -1.130 5.546 3.534 0.00
H -0.827 3.365 4.716 0.00
H -0.453 1.315 3.345 0.00
F 2.108 1.437 2.135 -0.01
C 1.921 1.194 0.810 -0.10
F 2.903 0.315 0.478 -0.01
F 2.228 2.364 0.204 -0.01
```

Results
- multiplicity = 2
- calculated total energy (hartree) = -4132.3680
- largest force on an atom (eV/Å) = 0.97
- LUMO level (spin up / spin down) (eV) = -0.650 / -0.675
- frontier orbital gap (spin up / spin down) (eV) = 7.047 / 7.026


Q: Which formula does entry 2 have?
A: C25H18Cl3ErO3Si


Q: largest force on an atom of number 2 (C25H18Cl3ErO3Si)?
A: 3.14 eV/Å


Q: Among the records above, which one has the lowest largest force on an atom?
A: C25H18ClF3FeN5OS2